(1)
Here is C36H30As2NO2Pt as an isolated structure from the OMol25 dataset. Energies are from ωB97M-V/def2-TZVPD.

```
72
Properties=species:S:1:pos:R:3:nbo_charge:R:1
Pt 0.507 -0.637 -1.109 0.77
O 2.274 -4.076 -2.404 -0.56
C 1.566 -3.194 -1.993 0.73
O 1.947 -1.968 -1.726 -0.73
C 0.101 -3.456 -1.720 0.15
C -0.455 -4.728 -1.927 -0.22
C -1.766 -4.917 -1.613 -0.09
C -2.530 -3.852 -1.077 -0.12
C -3.888 -4.004 -0.706 -0.15
C -4.582 -2.956 -0.177 -0.22
C -3.946 -1.707 0.007 -0.11
C -2.639 -1.527 -0.344 -0.27
C -1.909 -2.601 -0.899 0.24
N -0.592 -2.441 -1.254 -0.50
H 0.184 -5.504 -2.320 0.27
H -2.236 -5.882 -1.755 0.23
H -4.362 -4.967 -0.849 0.23
H -5.619 -3.078 0.105 0.23
H -4.505 -0.879 0.425 0.22
H -2.155 -0.568 -0.215 0.22
C 0.522 2.396 0.726 -0.73
C 0.083 1.354 1.742 -0.73
As 0.909 -0.366 1.326 1.05
C 0.411 -1.508 2.776 -0.28
C -0.908 -1.525 3.222 -0.24
C -1.269 -2.374 4.258 -0.19
C -0.319 -3.208 4.834 -0.19
C 0.991 -3.201 4.374 -0.19
C 1.361 -2.354 3.339 -0.23
C 2.769 0.022 1.589 -0.41
C 3.184 0.579 2.798 -0.15
C 4.517 0.907 2.981 -0.22
C 5.435 0.673 1.962 -0.18
C 5.023 0.108 0.765 -0.20
C 3.685 -0.223 0.571 -0.21
As 0.210 1.798 -1.102 0.94
C -1.675 2.062 -1.386 -0.27
C -2.262 1.440 -2.485 -0.25
C -3.616 1.607 -2.736 -0.19
C -4.388 2.382 -1.880 -0.19
C -3.806 3.000 -0.782 -0.20
C -2.447 2.849 -0.536 -0.24
C 1.083 3.160 -2.133 -0.26
C 0.360 3.989 -2.982 -0.24
C 1.026 4.988 -3.680 -0.20
C 2.395 5.152 -3.528 -0.17
C 3.113 4.313 -2.685 -0.20
C 2.459 3.310 -1.987 -0.24
H 1.595 2.586 0.794 0.25
H 0.019 3.352 0.866 0.25
H -1.000 1.217 1.745 0.24
H 0.391 1.627 2.752 0.25
H -1.659 -0.888 2.770 0.21
H -2.290 -2.385 4.615 0.22
H -0.602 -3.868 5.643 0.23
H 1.727 -3.856 4.820 0.23
H 2.384 -2.349 2.983 0.23
H 2.476 0.748 3.601 0.21
H 4.843 1.338 3.919 0.23
H 6.476 0.927 2.110 0.23
H 5.740 -0.088 -0.020 0.23
H 3.376 -0.690 -0.356 0.25
H -1.667 0.819 -3.145 0.23
H -4.069 1.127 -3.593 0.23
H -5.445 2.510 -2.073 0.23
H -4.407 3.609 -0.120 0.23
H -2.005 3.351 0.315 0.21
H -0.709 3.869 -3.102 0.23
H 0.471 5.639 -4.342 0.23
H 2.908 5.934 -4.072 0.23
H 4.182 4.435 -2.575 0.23
H 3.027 2.645 -1.345 0.22
```

Calculated values
2S+1   3
Relative energy (zero: lowest compared OMol25 entry of this formula, charge and spin)   0.0 kJ/mol
Charge   +1
HOMO-LUMO gap (spin up / spin down)   7.201 / 7.492 eV
⟨S²⟩   2.007
HOMO energy (spin up / spin down)   -10.25 / -11.75 eV

=====

(2)
Here is C36H30CoFIOPS as an isolated structure from the OMol25 dataset. Energies are from ωB97M-V/def2-TZVPD.

```
72
Properties=species:S:1:pos:R:3:mulliken_spin:R:1
Co 0.329 0.276 -0.527 1.49
I -1.886 -1.184 -0.689 0.03
C -1.649 -2.708 0.731 0.00
C -2.183 -3.878 0.278 0.01
C -2.311 -4.990 1.135 0.00
C -1.958 -4.854 2.438 0.00
C -1.402 -3.643 2.928 0.00
C -1.112 -3.549 4.309 0.00
C -0.580 -2.415 4.834 0.00
C -0.233 -1.362 3.969 0.00
C -0.466 -1.396 2.617 -0.01
P 0.351 0.007 1.722 -0.08
C 2.066 -0.061 2.341 -0.01
C 2.838 1.102 2.375 0.00
C 4.178 1.047 2.738 0.00
C 4.763 -0.170 3.054 0.00
C 4.010 -1.335 2.991 0.00
C 2.671 -1.284 2.629 0.00
C -0.435 1.446 2.556 0.00
C 0.064 2.044 3.712 0.00
C -0.626 3.083 4.327 0.00
C -1.825 3.533 3.798 0.00
C -2.330 2.946 2.644 0.00
C -1.638 1.913 2.029 -0.02
C -1.154 -2.532 2.059 0.00
H -2.542 -3.949 -0.741 0.00
H -2.728 -5.916 0.757 0.00
H -2.102 -5.670 3.136 0.00
H -1.338 -4.403 4.940 0.00
H -0.383 -2.330 5.895 0.00
H 0.273 -0.504 4.395 0.00
H 2.392 2.060 2.133 0.00
H 4.763 1.958 2.774 0.00
H 5.805 -0.212 3.346 0.00
H 4.466 -2.288 3.226 0.00
H 2.097 -2.202 2.576 0.00
H 1.004 1.715 4.138 0.00
H -0.223 3.536 5.225 0.00
H -2.367 4.336 4.283 0.00
H -3.262 3.297 2.220 0.00
H -2.041 1.469 1.125 0.02
F 0.953 4.661 -5.430 -0.01
C 0.931 4.091 -4.214 -0.07
C -0.224 4.160 -3.463 0.03
C -0.232 3.565 -2.210 -0.08
C 0.892 2.903 -1.703 0.09
C 0.856 2.283 -0.376 -0.33
C 2.040 2.867 -2.498 -0.06
C 2.071 3.463 -3.751 0.02
H -1.088 4.685 -3.854 0.00
H -1.129 3.615 -1.599 0.00
H 0.116 2.690 0.304 0.00
H 1.827 2.132 0.094 -0.03
H 2.927 2.369 -2.119 0.00
H 2.963 3.458 -4.366 0.00
C 1.437 0.022 -4.961 0.00
S 0.257 0.389 -3.688 0.00
O 0.934 -0.154 -2.423 0.02
C -0.986 -0.790 -4.122 0.00
C -2.262 -0.303 -4.365 0.00
C -3.288 -1.204 -4.633 0.00
C -3.022 -2.567 -4.643 0.00
C -1.736 -3.041 -4.386 0.00
C -0.709 -2.152 -4.118 0.00
H 1.689 -1.038 -4.918 0.00
H 2.309 0.640 -4.760 0.00
H 0.993 0.287 -5.922 0.00
H -2.453 0.766 -4.345 0.00
H -4.291 -0.841 -4.829 0.00
H -3.822 -3.269 -4.850 0.00
H -1.536 -4.106 -4.392 0.00
H 0.287 -2.513 -3.886 0.00
```

Calculated values
2S+1   2
Relative energy (zero: lowest compared OMol25 entry of this formula, charge and spin)   60.3 kJ/mol
Charge   +1
HOMO-LUMO gap (spin up / spin down)   6.913 / 7.636 eV
⟨S²⟩   1.201
HOMO energy (spin up / spin down)   -10.35 / -10.16 eV

=====

Table of M (Da), in record order: 853.56 746.51